Record 1
Computed, not measured: the molecule C5H8N2O, with ωB97M-V/def2-TZVPD.

Gap between HOMO and LUMO = 8.86 eV
Net charge = 0
HOMO level = -8.03 eV

Cartesian coordinates (Å):
C (-2.254, -0.180, 0.074)
C (-1.031, 0.675, -0.206)
C (1.504, -0.027, 0.016)
C (0.082, -0.337, -0.034)
N (1.835, 1.318, 0.002)
C (-0.436, -1.588, -0.036)
O (-1.752, -1.668, 0.103)
N (2.348, -0.981, -0.016)
H (2.796, 1.549, 0.190)
H (1.167, 1.990, 0.329)
H (3.313, -0.669, 0.032)
H (0.128, -2.506, -0.041)
H (-2.985, -0.201, -0.734)
H (-2.732, 0.018, 1.034)
H (-1.046, 1.107, -1.221)
H (-0.936, 1.502, 0.508)

Forces on atoms 1 to 6 (eV/Å):
C 0.1 -1.9 -0.3
C 0.3 0.0 0.2
C 0.3 -0.1 -0.5
C -0.3 -0.6 -0.5
N 0.0 0.0 0.0
C 0.9 1.4 0.8


Record 2
Computed, not measured: C5H8N2O as an isolated structure, with ωB97M-V/def2-TZVPD.

Gap between HOMO and LUMO = 9.85 eV
Net charge = 0
HOMO level = -9.49 eV

Cartesian coordinates (Å):
C (0.049, 0.872, -0.654)
C (0.969, -0.234, -0.496)
C (-1.130, -0.213, -0.637)
C (-0.825, -0.944, 0.759)
C (0.628, -1.020, 0.845)
H (1.189, 2.536, 0.016)
H (0.275, 1.109, -1.679)
H (1.926, -0.568, -0.877)
H (0.095, -0.459, -2.375)
H (-2.163, 0.014, -0.803)
H (-1.277, -1.902, 1.140)
H (0.129, 0.866, 1.175)
H (1.428, -1.701, 1.245)
N (-0.061, -0.951, -1.389)
N (-0.120, -0.068, 1.863)
O (0.191, 2.059, -0.006)

Forces on atoms 1 to 6 (eV/Å):
C 0.6 1.7 -2.4
C -0.5 -5.6 1.0
C 3.6 0.3 2.9
C 0.2 -0.4 1.7
C 1.2 2.6 0.1
H -4.0 -2.5 -0.5


Record 3
Computed, not measured: the molecule C5H8N2O, with ωB97M-V/def2-TZVPD.

Gap between HOMO and LUMO = 9.33 eV
Net charge = 0
HOMO level = -8.75 eV

Cartesian coordinates (Å):
C (0.241, -0.472, 1.008)
C (-0.329, 0.030, -1.395)
C (-0.512, 0.387, -0.006)
N (1.595, -0.335, 1.174)
C (0.223, -1.154, -1.729)
C (-1.271, 1.372, 0.498)
O (-0.498, 0.994, -2.365)
N (-0.438, -1.201, 1.839)
H (-0.656, 1.849, -1.936)
H (1.930, -0.430, 2.124)
H (2.016, 0.450, 0.689)
H (0.199, -1.643, 2.503)
H (0.235, -2.026, -1.085)
H (0.487, -1.353, -2.763)
H (-1.840, 2.047, -0.130)
H (-1.383, 1.485, 1.573)

Forces on atoms 1 to 6 (eV/Å):
C -1.6 -0.6 2.1
C 1.5 -0.4 -1.0
C -0.2 -0.1 1.7
N 0.9 0.9 -0.9
C -0.8 0.2 -0.7
C 0.3 -0.4 -0.3


Record 4
Computed, not measured: the molecule C5H8N2O, with ωB97M-V/def2-TZVPD.

Gap between HOMO and LUMO = 9.19 eV
Net charge = 0
HOMO level = -8.42 eV

Cartesian coordinates (Å):
C (0.768, -0.553, -0.010)
C (0.097, 0.089, 1.160)
C (-1.381, -0.306, 0.867)
C (-0.792, 0.388, -1.178)
C (0.616, 0.867, -0.732)
H (0.674, -0.465, 2.208)
H (-1.611, -0.868, 1.923)
H (-2.046, 0.684, 1.080)
H (-2.099, -1.246, -0.909)
H (-1.413, 1.210, -1.137)
H (-0.737, -0.034, -2.194)
H (1.313, 1.284, -1.422)
H (0.139, 2.340, 0.765)
N (-1.290, -0.843, -0.463)
N (0.647, 1.454, 0.515)
O (1.804, -1.262, -0.166)

Forces on atoms 1 to 6 (eV/Å):
C 8.6 0.3 -1.6
C 2.1 -1.1 2.3
C -1.0 1.9 5.8
C 0.7 -1.6 -3.4
C -2.2 -3.8 -1.1
H -2.1 2.5 -2.7


Record 5
Computed, not measured: the molecule C5H8N2O, with ωB97M-V/def2-TZVPD.

Gap between HOMO and LUMO = 9.77 eV
Net charge = 0
HOMO level = -8.99 eV

Cartesian coordinates (Å):
C (0.669, 0.705, 1.289)
C (0.625, 0.304, -0.160)
C (-0.466, 1.115, -0.852)
C (-0.829, -1.552, 0.361)
C (0.222, -1.090, -0.578)
H (-0.352, 0.986, 1.632)
H (1.242, 1.688, 1.329)
H (1.117, -0.034, 1.966)
H (-0.517, 1.049, -1.940)
H (-0.549, 2.154, -0.530)
H (-0.773, -2.290, 1.150)
H (-0.180, -1.117, -1.596)
H (1.880, -0.816, -1.501)
N (-1.842, -0.740, 0.368)
N (1.627, -0.779, -0.533)
O (-1.876, 0.418, -0.404)

Forces on atoms 1 to 6 (eV/Å):
C 0.3 1.4 0.3
C -0.9 0.0 -0.8
C -0.2 -1.1 -0.2
C 0.2 1.7 -0.4
C -0.9 -0.7 0.5
H 0.6 -0.5 -0.1


Record 6
Computed, not measured: the molecule C5H8N2O, with ωB97M-V/def2-TZVPD.

Gap between HOMO and LUMO = 8.34 eV
Net charge = 0
HOMO level = -7.45 eV

Cartesian coordinates (Å):
C (-1.747, 2.042, 0.918)
C (1.042, -0.830, -1.936)
C (0.527, -0.684, 0.602)
C (-0.743, 1.093, 0.405)
C (0.466, -0.242, -0.699)
N (1.158, -1.786, 1.146)
O (-0.178, 0.128, 1.398)
N (-0.190, 1.003, -0.733)
H (0.792, -2.053, 2.048)
H (1.294, -2.558, 0.512)
H (-1.357, 2.560, 1.793)
H (-1.988, 2.760, 0.139)
H (-2.648, 1.504, 1.212)
H (1.249, -0.063, -2.681)
H (1.981, -1.343, -1.732)
H (0.339, -1.530, -2.391)

Forces on atoms 1 to 6 (eV/Å):
C 0.2 0.0 0.4
C 0.1 -0.1 0.1
C -0.1 0.0 -2.0
C 1.5 0.1 1.8
C 1.3 0.2 0.7
N 0.0 0.3 0.4


Record 7
Computed, not measured: C5H8N2O as an isolated structure, with ωB97M-V/def2-TZVPD.

Gap between HOMO and LUMO = 8.89 eV
Net charge = 0
HOMO level = -8.54 eV

Cartesian coordinates (Å):
C (-0.971, 1.470, -1.584)
C (-0.167, -0.317, -0.047)
C (-0.773, -0.992, 1.897)
C (0.726, -1.317, 1.779)
C (1.085, -0.909, 0.560)
H (-0.622, 2.304, -0.924)
H (-0.526, 2.141, -2.609)
H (-2.086, 1.282, -1.354)
H (1.137, 2.154, -1.320)
H (-1.422, -1.941, 2.647)
H (-0.648, -0.260, 2.981)
H (1.333, -1.462, 2.760)
H (2.175, -0.320, 0.341)
N (0.069, 0.495, -1.262)
N (-1.297, -0.488, 0.514)
O (1.231, 1.055, -1.614)

Forces on atoms 1 to 6 (eV/Å):
C 1.4 3.1 -1.1
C 3.7 1.5 -2.4
C -0.9 -2.3 4.5
C -0.8 0.6 1.5
C 2.7 3.6 0.0
H -0.9 0.1 0.5


Record 8
Computed, not measured: C5H8N2O as an isolated structure, with ωB97M-V/def2-TZVPD.

Gap between HOMO and LUMO = 9.72 eV
Net charge = 0
HOMO level = -9.16 eV

Cartesian coordinates (Å):
C (-1.446, -0.021, 0.452)
C (-0.083, -0.527, -0.187)
C (-0.251, -0.044, -1.719)
C (1.036, 0.571, -0.331)
C (1.348, 0.831, 1.095)
H (-2.342, -0.664, 0.073)
H (-1.519, 1.010, -0.160)
H (-1.530, -0.150, 1.678)
H (-1.104, 0.345, -2.105)
H (0.450, -0.756, -2.244)
H (1.857, -0.244, -0.419)
H (1.289, 1.913, 1.567)
H (0.014, -1.959, 1.030)
N (0.987, -0.291, 1.831)
N (0.732, -1.319, 0.761)
O (0.562, 1.303, -1.322)

Forces on atoms 1 to 6 (eV/Å):
C -0.7 -0.4 -0.1
C -1.0 4.2 0.6
C 6.3 -1.4 1.8
C 1.1 -3.8 4.3
C -3.6 -0.2 3.2
H 1.6 1.0 0.4


Record 9
Computed, not measured: the molecule C5H8N2O, with ωB97M-V/def2-TZVPD.

Gap between HOMO and LUMO = 10.32 eV
Net charge = 0
HOMO level = -10.01 eV

Cartesian coordinates (Å):
C (-1.511, 0.220, -0.792)
C (-0.379, 0.088, 0.110)
C (0.497, 1.390, 0.426)
C (-0.618, -0.367, 1.460)
C (0.836, -0.649, -0.688)
H (-2.367, 0.749, -0.401)
H (-2.034, -0.705, -1.220)
H (-1.122, 0.592, -1.737)
H (0.475, 2.170, -0.592)
H (0.037, 2.051, 1.362)
H (1.635, 0.924, 0.621)
H (2.255, -2.026, -0.180)
H (0.781, -2.154, 0.848)
N (-0.844, -0.516, 2.609)
N (1.530, -1.524, 0.089)
O (0.830, -0.243, -1.914)

Forces on atoms 1 to 6 (eV/Å):
C -2.6 -1.0 -2.3
C 3.9 -0.1 0.4
C 0.5 2.7 -0.7
C -1.3 -0.8 3.7
C -3.4 1.4 -3.4
H 0.1 0.8 0.2


Record 10
Computed, not measured: the molecule C5H8N2O2, with ωB97M-V/def2-TZVPD.

Gap between HOMO and LUMO (spin up / spin down) = 7.43 / 7.43 eV
Net charge = 0
HOMO level (spin up / spin down) = -7.68 / -7.68 eV

Cartesian coordinates (Å):
C (0.214, -0.077, -1.679)
C (-0.526, 1.512, 1.296)
C (0.624, -1.419, -1.096)
C (-1.095, 0.705, 0.120)
C (0.944, 1.162, 1.443)
N (-0.681, 0.625, -1.115)
N (-0.476, -1.955, -0.182)
O (-1.107, 2.290, 1.900)
O (-0.911, -1.243, 0.899)
H (0.432, 0.137, -2.728)
H (0.638, -2.116, -2.006)
H (1.583, -1.448, -0.605)
H (-2.165, 0.717, 0.293)
H (1.050, 0.140, 1.844)
H (1.531, 1.926, 2.037)
H (1.211, 1.275, 0.391)
H (-1.266, -2.230, -0.811)

Forces on atoms 1 to 6 (eV/Å):
C -0.3 -1.5 0.4
C 5.0 -4.0 -2.6
C -1.4 -0.2 -0.7
C -2.7 -2.1 2.7
C 0.2 1.2 0.7
N 0.9 1.3 -1.1


Record 11
Computed, not measured: the molecule C5H8N2O2, with ωB97M-V/def2-TZVPD.

Gap between HOMO and LUMO = 10.37 eV
Net charge = 0
HOMO level = -9.60 eV

Cartesian coordinates (Å):
N (2.530, -0.117, -0.958)
C (2.150, 0.161, 0.299)
C (1.074, -0.736, 0.903)
C (-0.296, -0.379, 0.435)
N (-1.088, -1.114, -0.235)
C (-2.288, -0.316, -0.499)
C (-1.947, 1.083, 0.051)
O (-0.683, 0.881, 0.712)
H (1.291, -1.774, 0.620)
H (1.136, -0.645, 1.994)
H (-2.507, -0.302, -1.575)
H (-3.150, -0.770, 0.011)
H (-1.802, 1.834, -0.737)
H (-2.666, 1.461, 0.786)
O (2.815, 0.930, 0.991)
H (1.866, -0.092, -1.722)
H (3.564, -0.106, -1.074)

Forces on atoms 1 to 6 (eV/Å):
N 1.3 -0.5 -1.5
C 1.1 0.9 2.5
C -0.4 -0.1 0.1
C -0.3 -0.5 -0.5
N 0.4 0.0 0.1
C -0.3 0.0 0.0


Record 12
Computed, not measured: the molecule C5H8N2O2, with ωB97M-V/def2-TZVPD.

Gap between HOMO and LUMO = 10.29 eV
Net charge = 0
HOMO level = -9.42 eV

Cartesian coordinates (Å):
N (0.066, -0.048, -1.352)
N (0.128, -1.323, -1.872)
O (0.335, -1.451, 0.305)
O (0.255, 0.825, 0.905)
C (0.270, -0.172, -0.063)
C (0.243, -2.117, -0.868)
C (0.378, -3.580, -1.058)
C (-0.472, 3.067, 1.608)
C (-0.200, 2.086, 0.417)
H (0.647, -3.806, -2.066)
H (-0.569, -4.033, -0.818)
H (1.188, -3.923, -0.407)
H (0.420, 3.337, 2.143)
H (-0.929, 4.028, 1.240)
H (-1.180, 2.601, 2.309)
H (0.538, 2.553, -0.220)
H (-1.119, 1.955, -0.203)

Forces on atoms 1 to 6 (eV/Å):
N 0.8 1.0 1.3
N -0.4 0.1 0.4
O 0.4 -0.5 1.3
O 0.2 -2.4 -1.3
C -1.3 2.1 -0.8
C 0.4 0.0 -1.9


Q: Look up the net charge of the eleventh one.
A: 0


Please write out number 7 again, unchanged.
Computed, not measured: C5H8N2O as an isolated structure, with ωB97M-V/def2-TZVPD.

Gap between HOMO and LUMO = 8.89 eV
Net charge = 0
HOMO level = -8.54 eV

Cartesian coordinates (Å):
C (-0.971, 1.470, -1.584)
C (-0.167, -0.317, -0.047)
C (-0.773, -0.992, 1.897)
C (0.726, -1.317, 1.779)
C (1.085, -0.909, 0.560)
H (-0.622, 2.304, -0.924)
H (-0.526, 2.141, -2.609)
H (-2.086, 1.282, -1.354)
H (1.137, 2.154, -1.320)
H (-1.422, -1.941, 2.647)
H (-0.648, -0.260, 2.981)
H (1.333, -1.462, 2.760)
H (2.175, -0.320, 0.341)
N (0.069, 0.495, -1.262)
N (-1.297, -0.488, 0.514)
O (1.231, 1.055, -1.614)

Forces on atoms 1 to 6 (eV/Å):
C 1.4 3.1 -1.1
C 3.7 1.5 -2.4
C -0.9 -2.3 4.5
C -0.8 0.6 1.5
C 2.7 3.6 0.0
H -0.9 0.1 0.5


Repeat the third record exactly.
Computed, not measured: the molecule C5H8N2O, with ωB97M-V/def2-TZVPD.

Gap between HOMO and LUMO = 9.33 eV
Net charge = 0
HOMO level = -8.75 eV

Cartesian coordinates (Å):
C (0.241, -0.472, 1.008)
C (-0.329, 0.030, -1.395)
C (-0.512, 0.387, -0.006)
N (1.595, -0.335, 1.174)
C (0.223, -1.154, -1.729)
C (-1.271, 1.372, 0.498)
O (-0.498, 0.994, -2.365)
N (-0.438, -1.201, 1.839)
H (-0.656, 1.849, -1.936)
H (1.930, -0.430, 2.124)
H (2.016, 0.450, 0.689)
H (0.199, -1.643, 2.503)
H (0.235, -2.026, -1.085)
H (0.487, -1.353, -2.763)
H (-1.840, 2.047, -0.130)
H (-1.383, 1.485, 1.573)

Forces on atoms 1 to 6 (eV/Å):
C -1.6 -0.6 2.1
C 1.5 -0.4 -1.0
C -0.2 -0.1 1.7
N 0.9 0.9 -0.9
C -0.8 0.2 -0.7
C 0.3 -0.4 -0.3


Q: What is the net charge in the second record?
A: 0